Record 1
# C31H29N4O8P2PtS

A structure of composition C31H29N4O8P2PtS (ωB97M-V with the def2-TZVPD basis set, the OMol25 dataset).

CARTESIAN COORDINATES (ANGSTROEM)
Pt 1.0657 0.3353 -0.7196
C -1.8481 4.7004 -2.7074
C -1.4820 3.8548 -3.7478
C -1.0631 2.5664 -3.4792
C -0.9869 2.1318 -2.1498
C -1.3220 2.9932 -1.1032
C -1.7719 4.2657 -1.3903
N -0.5428 0.8426 -1.8510
C -0.9946 -0.2494 -2.5738
C -2.1467 -0.2436 -3.3641
C -2.5183 -1.3911 -4.0465
C -1.7709 -2.5547 -3.9307
C -0.6389 -2.6018 -3.1191
C -0.2633 -1.4610 -2.4421
N 0.8375 -1.3641 -1.6045
N 1.6013 -2.3887 -1.2762
C 2.5951 -1.9899 -0.4588
C 3.5947 -2.9440 -0.0317
C 4.6387 -2.5205 0.7758
C 4.7927 -1.1932 1.0801
C 3.8625 -0.1778 0.5128
N 2.6451 -0.7256 -0.0252
H -2.1761 5.7081 -2.9237
H -1.5151 4.2047 -4.7706
H -0.7481 1.9079 -4.2777
H -1.2368 2.6448 -0.0832
H -2.0442 4.9325 -0.5836
H -2.7540 0.6490 -3.4148
H -3.4088 -1.3804 -4.6600
H -2.0715 -3.4426 -4.4707
H -0.0513 -3.5022 -3.0130
H 3.4760 -3.9698 -0.3444
H 5.3539 -3.2430 1.1452
H 5.6252 -0.8252 1.6615
H 3.6018 0.5909 1.2455
O 5.1567 2.1682 -2.1805
P 3.9164 1.6598 -1.3757
O 4.5896 0.4815 -0.5675
O 2.7314 1.3026 -2.1964
O 3.5811 2.7325 -0.2724
P 2.0537 3.2949 0.0638
O 2.3300 3.9974 1.4596
O 1.5893 4.1843 -0.9966
O 1.2759 2.0323 0.4585
H 4.9294 2.6479 -2.9885
H 2.4166 4.9538 1.3583
O -0.2184 -0.5101 0.9651
S -1.0598 0.5073 1.7363
C -0.1546 0.7910 3.2840
C 0.2880 -0.4710 3.9555
C -0.4160 -0.9864 5.0399
C -0.0176 -2.1739 5.6359
C 1.0887 -2.8569 5.1510
C 1.7995 -2.3458 4.0735
C 1.4010 -1.1589 3.4799
C -2.4354 -0.5144 2.2960
C -3.2112 -0.9309 1.0790
C -2.9052 -2.1257 0.4344
C -3.6037 -2.5019 -0.7028
C -4.6016 -1.6810 -1.2103
C -4.8991 -0.4802 -0.5812
C -4.2049 -0.1067 0.5604
H -0.8162 1.3974 3.9060
H 0.6807 1.4138 2.9614
H -1.2728 -0.4489 5.4311
H -0.5667 -2.5614 6.4836
H 1.4022 -3.7804 5.6189
H 2.6688 -2.8703 3.6985
H 1.9521 -0.7582 2.6360
H -3.0238 0.0975 2.9825
H -2.0027 -1.3615 2.8289
H -2.1245 -2.7630 0.8316
H -3.3711 -3.4394 -1.1910
H -5.1536 -1.9807 -2.0921
H -5.6810 0.1592 -0.9698
H -4.4461 0.8266 1.0569

Kohn-Sham gap (alpha / beta) = 0.283 / 0.233 hartree
E_tot = -87616.5183 eV
LUMO level (alpha / beta) = -2.21 / -5.22 eV
energy relative to the best compared isomer or geometry (same formula, charge and spin) = 0.0 kJ/mol
HOMO (alpha / beta) = -0.364 / -0.425 hartree
⟨S²⟩ = 6.061
net charge = +1
multiplicity = 5

---

Record 2
# C45H46BaN8O3

A structure of composition C45H46BaN8O3 (ωB97M-V with the def2-TZVPD basis set, the OMol25 dataset).

CARTESIAN COORDINATES (ANGSTROEM)
Ba 19.2710 9.8035 11.1989
C 17.8388 7.1562 8.5883
N 18.6632 8.4035 8.5537
C 20.0294 8.0773 8.0563
C 20.8095 7.2121 9.0000
C 21.8102 6.4365 8.3909
C 22.7147 5.7162 9.1844
C 22.5423 5.7996 10.5744
C 21.4900 6.5677 11.1081
N 20.6609 7.2925 10.3153
C 18.1042 9.5106 7.7138
C 16.7514 9.9023 8.1453
C 15.6889 9.8731 7.2943
C 14.4755 10.3329 7.8398
C 14.3667 10.6501 9.1919
C 15.5239 10.5286 9.9921
N 16.6856 10.2263 9.4482
C 16.7317 7.1310 9.6573
C 15.4562 6.6351 9.4453
C 14.5766 6.7045 10.5328
C 15.0600 7.1275 11.7598
C 16.3747 7.5191 11.8539
N 17.1997 7.5108 10.8744
H 18.5607 6.3573 8.8274
H 17.4556 6.9230 7.6491
H 20.4982 9.0692 7.9396
H 19.9525 7.6111 7.0323
H 21.9097 6.5072 7.3302
H 23.4538 5.0432 8.7326
H 23.2393 5.2504 11.2032
H 21.3184 6.6132 12.1837
H 18.0973 9.1644 6.6514
H 18.7914 10.3369 7.7693
H 15.7248 9.4830 6.2123
H 13.6038 10.3732 7.2578
H 13.4240 10.9764 9.5221
H 15.4646 10.7825 11.0316
H 15.1318 6.2947 8.4400
H 13.5073 6.4022 10.4394
H 14.4399 7.1903 12.6732
H 16.8095 7.8282 12.8397
C 8.3956 13.2679 13.3810
O 9.3453 12.8704 12.3506
C 10.4497 13.6678 12.0130
C 10.7662 14.9167 12.4638
C 11.8321 15.6548 11.8366
C 12.5994 15.1279 10.8700
C 12.3207 13.7918 10.4224
C 11.3037 13.0772 10.9896
N 13.5793 15.9519 10.2654
N 14.8293 15.8101 10.1952
C 15.4710 14.6861 10.7491
C 15.1101 14.0057 11.9164
C 15.9494 12.9608 12.4606
C 16.9843 12.4071 11.7808
O 17.5663 11.3336 12.1554
C 17.3943 13.1388 10.6156
N 18.5188 12.6559 9.9499
C 18.9547 13.2868 8.8734
C 18.2201 14.2812 8.2426
C 17.0628 14.7066 8.8184
C 16.6314 14.1657 10.0692
H 7.9700 12.3262 13.7584
H 7.5375 13.9119 13.0255
H 8.9035 13.8739 14.1035
H 10.2511 15.3993 13.2308
H 12.0104 16.6741 12.1858
H 12.9596 13.3772 9.6114
H 10.9391 12.1463 10.5685
H 14.3137 14.3488 12.5987
H 15.7324 12.5311 13.3896
H 19.8483 12.9513 8.4053
H 18.4837 14.7123 7.2793
H 16.5117 15.4579 8.3307
C 22.1384 12.1640 13.6707
N 22.9341 10.8750 13.8277
C 24.2339 10.9572 14.3954
C 22.2704 9.7054 13.6782
C 22.9553 8.4256 14.0357
O 21.1155 9.6939 13.2586
H 21.0723 12.0731 13.7072
H 22.4619 12.5571 12.6941
H 22.4463 12.8536 14.4458
H 24.7995 11.6779 13.8290
H 24.7888 10.0235 14.3811
H 24.3208 11.2549 15.4290
H 22.0642 7.6634 13.8648
H 23.3245 8.2709 15.0540
H 23.7023 8.2009 13.2927
C 21.7876 10.7234 9.7235
C 22.9025 9.8424 9.4257
C 23.7380 9.4184 10.4900
C 24.8312 8.5680 10.2768
C 25.2079 8.1360 9.0216
C 24.3261 8.4615 7.9734
C 23.2549 9.3130 8.1986
H 21.4787 11.2934 8.8362
H 21.8554 11.3717 10.6523
H 23.6369 9.8906 11.4913
H 25.5621 8.3907 11.0927
H 26.1534 7.5650 8.8583
H 24.5367 8.1137 7.0258
H 22.6512 9.5713 7.3809

Kohn-Sham gap = 0.212 hartree
E_tot = -66166.9676 eV
LUMO level = 0.26 eV
energy relative to the best compared isomer or geometry (same formula, charge and spin) = 122.1 kJ/mol
HOMO = -0.202 hartree

---

Record 3
# C4H4O2Tm

A structure of composition C4H4O2Tm (ωB97M-V with the def2-TZVPD basis set, the OMol25 dataset).

CARTESIAN COORDINATES (ANGSTROEM)
H 0.5810 -0.9210 1.3119
O -2.5128 -0.4825 -0.6991
C -1.7349 0.5222 -0.0688
C -0.3029 0.3049 -0.3171
C 0.7399 -0.2278 0.4255
H -3.4440 -0.2902 -0.5528
H -1.8993 0.5151 1.0276
H -2.0261 1.5230 -0.4337
C 1.9508 -0.6263 0.0259
O 3.1137 -0.7377 -0.1837
Tm 5.5346 0.4203 -0.5356

Kohn-Sham gap (alpha / beta) = 0.135 / 0.194 hartree
E_tot = -37812.9885 eV
LUMO level (alpha / beta) = -10.48 / -10.62 eV
energy relative to the best compared isomer or geometry (same formula, charge and spin) = 104.6 kJ/mol
HOMO (alpha / beta) = -0.520 / -0.584 hartree
⟨S²⟩ = 3.794
net charge = +2
multiplicity = 4

---

Record 4
# C51H39N3O2P3SScSe2

A structure of composition C51H39N3O2P3SScSe2 (ωB97M-V with the def2-TZVPD basis set, the OMol25 dataset).

CARTESIAN COORDINATES (ANGSTROEM)
Sc 1.0994 0.0680 2.2404
O 0.7105 0.0694 4.3326
C 0.9871 -1.1556 4.2213
O 1.8506 -1.5081 3.3555
C 0.0831 -2.1850 4.8009
C -0.1163 -2.4166 6.1524
C -1.0820 -3.3295 6.5438
C -1.8424 -3.9948 5.5911
C -1.6471 -3.7501 4.2408
C -0.6849 -2.8345 3.8270
P -0.4551 -2.3133 2.0639
C -2.1874 -2.1361 1.5045
C -3.1084 -1.5244 2.3570
C -4.3771 -1.1970 1.9034
C -4.7441 -1.4862 0.5980
C -3.8353 -2.0941 -0.2558
C -2.5553 -2.3987 0.1835
C 0.1439 -3.8843 1.3488
C 1.5258 -4.0473 1.2536
C 2.0557 -5.2238 0.7492
C 1.2134 -6.2372 0.3154
C -0.1616 -6.0796 0.4070
C -0.6967 -4.9123 0.9313
H 0.4826 -1.8925 6.8858
H -1.2530 -3.5123 7.5965
H -2.6033 -4.6982 5.9043
H -2.2530 -4.2659 3.5058
H -2.8277 -1.2975 3.3782
H -5.0822 -0.7146 2.5687
H -5.7339 -1.2291 0.2411
H -4.1224 -2.3360 -1.2712
H -1.8346 -2.8289 -0.4977
H 2.1759 -3.2452 1.5776
H 3.1284 -5.3551 0.6870
H 1.6300 -7.1474 -0.0960
H -0.8216 -6.8663 0.0644
H -1.7702 -4.8073 1.0117
Se -1.9002 2.9609 -3.3922
P -0.6699 1.2595 -3.3641
C 0.9944 1.4963 -4.0601
C 1.2805 2.6250 -4.8181
C 2.5684 2.8215 -5.2950
C 3.5643 1.9001 -5.0035
C 3.2741 0.7659 -4.2571
C 1.9877 0.5561 -3.7870
C -1.3795 -0.1463 -4.2605
C -2.5037 -0.7686 -3.7269
C -3.1419 -1.7660 -4.4419
C -2.6697 -2.1342 -5.6958
C -1.5529 -1.5094 -6.2287
C -0.9029 -0.5149 -5.5118
C -0.3580 0.6087 -1.7113
C -0.3026 1.1684 -0.4332
N 0.0057 0.1480 0.3972
N 0.1386 -0.9588 -0.3203
N -0.0790 -0.7072 -1.5784
P -0.5909 2.7350 0.3979
Se -0.3391 2.4657 2.5211
C -2.3083 3.1712 0.0631
C -3.2611 2.1573 0.0928
C -4.5914 2.4736 -0.1165
C -4.9674 3.7908 -0.3444
C -4.0159 4.8000 -0.3518
C -2.6803 4.4927 -0.1451
C 0.5255 4.0114 -0.2231
C 1.1828 3.8764 -1.4385
C 2.0466 4.8703 -1.8671
C 2.2503 5.9982 -1.0861
C 1.5973 6.1311 0.1319
C 0.7423 5.1353 0.5726
H 0.4904 3.3415 -5.0117
H 2.7953 3.6967 -5.8906
H 4.5733 2.0685 -5.3583
H 4.0495 0.0453 -4.0327
H 1.7467 -0.3259 -3.2069
H -2.8668 -0.4574 -2.7547
H -4.0171 -2.2559 -4.0330
H -3.1787 -2.9068 -6.2574
H -1.1890 -1.7922 -7.2080
H -0.0247 -0.0311 -5.9210
H -2.9615 1.1303 0.2715
H -5.3391 1.6907 -0.1071
H -6.0094 4.0264 -0.5191
H -4.3123 5.8259 -0.5268
H -1.9260 5.2691 -0.1677
H 1.0357 2.9946 -2.0406
H 2.5672 4.7620 -2.8099
H 2.9329 6.7691 -1.4198
H 1.7635 7.0050 0.7483
H 0.2548 5.2066 1.5369
S 2.9606 1.0610 0.9501
C 4.3159 0.6750 2.0331
C 4.7564 -0.6410 2.1843
C 5.8339 -0.9265 3.0080
C 6.4930 0.0962 3.6753
C 6.0657 1.4068 3.5194
C 4.9848 1.6997 2.7019
H 4.2474 -1.4268 1.6426
H 6.1636 -1.9512 3.1285
H 7.3403 -0.1251 4.3118
H 6.5777 2.2054 4.0424
H 4.6415 2.7176 2.5712

Kohn-Sham gap = 0.298 hartree
E_tot = -252186.2387 eV
LUMO level = 0.42 eV
energy relative to the best compared isomer or geometry (same formula, charge and spin) = 7.0 kJ/mol
HOMO = -0.282 hartree

---

Record 5
# C40H29F5IrN9O3S

A structure of composition C40H29F5IrN9O3S (ωB97M-V with the def2-TZVPD basis set, the OMol25 dataset).

CARTESIAN COORDINATES (ANGSTROEM)
Ir 0.0862 -0.1604 0.9226
C 1.0323 -4.3634 -0.5124
C 2.2769 -4.6569 0.0494
C 2.7458 -3.8583 1.0576
C 1.9638 -2.7747 1.5282
N 0.7682 -2.4918 0.9459
C 0.3425 -3.2680 -0.0351
N 2.4277 -2.0998 2.5768
C 1.8337 -1.0940 3.1720
N 0.7658 -0.3525 2.7154
C 0.3921 0.5461 3.6935
N -0.7271 1.2416 3.7274
C -1.7485 1.1007 2.9016
C -2.9620 1.7340 3.2792
C -4.1173 1.4902 2.5982
C -4.0732 0.6268 1.4914
C -2.8630 0.0969 1.1169
N -1.7157 0.3215 1.7644
C 1.3052 0.4405 4.7868
C 1.4010 1.1064 6.0038
C 2.3935 0.7181 6.8781
C 3.2718 -0.3277 6.5669
C 3.1809 -1.0040 5.3685
C 2.1990 -0.6097 4.4687
H 0.6083 -4.9749 -1.2910
H 2.8530 -5.5019 -0.3033
H 3.6964 -4.0261 1.5359
H -0.6157 -3.0056 -0.4514
H -2.9177 2.3755 4.1439
H -5.0484 1.9430 2.9011
H -4.9607 0.3843 0.9318
H -2.7988 -0.5398 0.2457
H 0.7160 1.9062 6.2348
H 2.5086 1.2256 7.8246
H 4.0354 -0.6033 7.2808
H 3.8449 -1.8164 5.1218
C -0.4697 -0.7821 -5.5041
N -0.7221 0.0834 -4.3727
N -1.2330 -0.4892 -3.2156
C -0.6459 0.0830 -2.1108
O -0.9644 -0.2128 -0.9477
C 0.2604 1.0616 -2.6218
C 0.2123 1.0065 -3.9753
C 0.9701 1.8206 -4.9537
C -2.3944 -1.2723 -3.2678
C -2.6430 -2.2423 -2.3054
C -3.7663 -3.0414 -2.4047
C -4.6392 -2.8920 -3.4694
C -4.4185 -1.8937 -4.4023
C -3.3122 -1.0732 -4.2969
H -1.2885 -1.4865 -5.6156
H 0.4562 -1.3478 -5.3684
H -0.3978 -0.1804 -6.4067
H 0.8669 1.7067 -2.0196
H 1.5458 2.5657 -4.4143
H 0.2879 2.3289 -5.6336
H 1.6451 1.1991 -5.5405
H -1.9603 -2.3601 -1.4849
H -3.9604 -3.7903 -1.6512
H -5.4970 -3.5394 -3.5671
H -5.1137 -1.7392 -5.2130
H -3.1678 -0.2674 -4.9987
C 3.8180 -1.5538 -2.9517
N 3.5468 -0.8667 -1.7107
C 4.5549 -0.2762 -1.0199
C 4.3218 0.3958 0.1159
C 2.9659 0.4798 0.6270
O 2.6660 1.1309 1.6192
N 1.9973 -0.2116 -0.0651
C 2.2407 -0.8730 -1.2096
O 1.3780 -1.4606 -1.8529
H 4.6039 -1.0254 -3.4910
H 2.9037 -1.5724 -3.5449
H 4.1317 -2.5833 -2.7615
H 5.5390 -0.3711 -1.4581
H 5.1012 0.8933 0.6654
F -3.6238 6.5797 1.8649
C -2.7549 5.5914 1.6091
C -2.9942 4.6901 0.5753
F -4.1116 4.7956 -0.1595
C -2.0688 3.6994 0.2896
F -2.3257 2.8516 -0.7218
C -0.8643 3.5765 0.9976
S 0.3940 2.5017 0.5109
C -0.6691 4.4712 2.0634
F 0.4434 4.3905 2.7942
C -1.5911 5.4607 2.3650
F -1.3543 6.3123 3.3705

Kohn-Sham gap = 0.231 hartree
E_tot = -88766.8551 eV
LUMO level = -0.93 eV
HOMO = -0.265 hartree

---

Record 6
# C31H28N7O2RuS

A structure of composition C31H28N7O2RuS (ωB97M-V with the def2-TZVPD basis set, the OMol25 dataset).

CARTESIAN COORDINATES (ANGSTROEM)
Ru 1.5637 0.0775 0.9217
C 5.4532 1.3858 -0.3730
C 3.9956 1.4356 -0.0124
O 3.5610 0.4805 0.6942
C 3.2450 2.5505 -0.4621
C 1.9953 2.9079 0.0146
C 1.4658 4.3011 -0.1145
N 1.2667 2.0044 0.6746
N 0.2348 2.4402 1.5122
C 0.2343 1.6059 2.5094
O 1.1847 0.7896 2.8337
C -1.1167 1.2400 3.0932
C -1.0606 0.8479 4.4929
C -1.9973 1.2606 5.3902
C -3.0081 2.1443 4.9767
C -3.0785 2.6151 3.6612
C -2.1594 2.1907 2.7462
H 5.9187 0.5115 0.0742
H 5.9636 2.2880 -0.0347
H 5.5603 1.3418 -1.4592
H 3.7859 3.2834 -1.0461
H 2.0304 4.8492 -0.8651
H 1.5582 4.8198 0.8409
H 0.4085 4.2944 -0.3743
H -0.2417 0.2011 4.7837
H -1.9489 0.9387 6.4212
H -3.7443 2.4796 5.6975
H -3.8497 3.3174 3.3767
H -2.1801 2.5470 1.7254
N -5.7931 0.5468 -6.1347
C -4.9607 0.4235 -5.3535
C -3.9118 0.2655 -4.3691
C -3.2065 -0.9314 -4.2978
C -2.2033 -1.0795 -3.3542
C -1.8972 -0.0436 -2.4757
C -2.6157 1.1473 -2.5539
C -3.6184 1.3074 -3.4947
C -0.8305 -0.1850 -1.4429
C 0.4813 -0.3775 -1.8616
C 0.9566 -0.5690 -3.1974
C 2.2775 -0.9264 -3.1073
C 2.6097 -0.9187 -1.7321
N 1.5577 -0.5724 -0.9874
C -1.2522 -0.1921 -0.0908
C -2.6644 -0.3031 0.3350
C -2.6820 -0.3592 1.6627
C -1.2808 -0.2261 2.1595
N -0.4543 -0.2090 0.9732
H -3.4473 -1.7383 -4.9765
H -1.6584 -2.0131 -3.2921
H -2.3744 1.9608 -1.8798
H -4.1686 2.2361 -3.5615
H 0.3662 -0.4771 -4.0937
H 2.9479 -1.1590 -3.9193
H 3.5601 -1.1233 -1.2630
H -3.5079 -0.3627 -0.3348
H -3.5429 -0.4519 2.3093
H -0.9456 -1.0094 2.8347
S 2.1107 -2.0078 2.0582
C 1.7218 -3.3805 1.1481
N 1.9474 -4.6341 1.5667
C 1.5346 -5.6493 0.5990
C 0.9377 -4.7916 -0.5394
N 1.1465 -3.4317 -0.0530
H 2.3898 -4.8236 2.4481
H 0.7971 -6.3236 1.0304
H 2.3883 -6.2351 0.2624
H -0.1226 -4.9932 -0.6871
H 1.4570 -4.9495 -1.4834
H 0.9105 -2.5887 -0.5491

Kohn-Sham gap (alpha / beta) = 0.139 / 0.140 hartree
E_tot = -60536.4980 eV
LUMO level (alpha / beta) = -5.20 / -5.19 eV
HOMO (alpha / beta) = -0.331 / -0.331 hartree
net charge = +1

---

Record 7
# C6H20O6

A cluster of 6 separate species, C6H20O6 in total (ωB97M-V with the def2-TZVPD basis set, the OMol25 dataset).

CARTESIAN COORDINATES (ANGSTROEM)
C -3.4137 0.9284 -0.1276
C -1.9244 1.0280 0.1453
C -1.1788 1.9024 -0.5241
C 0.2431 2.0815 -0.5126
C 1.0600 2.4389 0.4465
O 2.4306 2.6547 0.2546
C -1.7295 0.0462 1.2313
H -3.7205 1.0234 -1.2446
H -3.8019 -0.1589 -0.1688
H -3.9557 1.3341 0.7291
H -1.6728 2.7314 -1.1074
H 0.7037 1.7872 -1.4212
H 0.7295 2.9083 1.3496
H 2.8987 1.7451 0.0479
H -0.8252 0.1222 1.7886
H -1.6695 -1.0354 0.7047
H -2.5244 -0.2674 1.8203
H 3.3959 0.0833 2.4713
H 2.9135 -0.8555 1.6656
O 3.5153 -0.1173 1.5987
H -1.2526 -3.7376 -0.9952
H -0.1119 -2.8454 -1.1009
O -0.9317 -2.8418 -0.7667
H 0.3551 -0.8809 -3.7531
H 1.2682 0.2879 -3.4980
O 1.2207 -0.6853 -3.2778
H 2.7101 -1.5016 -0.2583
H 1.4160 -1.2415 -1.3897
O 1.8155 -1.7132 -0.6119
H 0.5419 -2.0568 2.8416
H 0.5504 -1.5517 1.4272
O 0.9442 -1.6129 2.2356

Kohn-Sham gap = 0.322 hartree
E_tot = -18827.4741 eV
LUMO level = 0.26 eV
energy relative to the best compared isomer or geometry (same formula, charge and spin) = 548.3 kJ/mol
HOMO = -0.312 hartree
structure (SMILES) = CC(C)=C/C=C/O.O.O.O.O.O

---

Max |F| values, unit eV/A, following the record order: 0.128, 3.453, 1.476, 1.524, 3.386, 1.304, 8.159.